{"formula": "C39H41NO2P2Pd", "method": "ωB97M-V with the def2-TZVPD basis set", "elements": ["Pd", "C", "C", "C", "C", "C", "C", "C", "C", "C", "H", "H", "H", "H", "H", "H", "H", "H", "H", "H", "H", "H", "H", "H", "H", "P", "P", "C", "C", "C", "C", "C", "C", "C", "C", "C", "C", "C", "C", "C", "C", "C", "C", "C", "C", "C", "C", "C", "C", "C", "C", "C", "C", "H", "H", "H", "H", "H", "H", "H", "H", "H", "H", "H", "H", "H", "H", "H", "H", "H", "H", "H", "H", "H", "H", "O", "C", "C", "C", "C", "O", "N", "H", "H", "H", "H"], "positions_angstrom": [[1.150, -0.437, -0.183], [-2.634, 0.152, 5.126], [-2.881, 0.143, 3.811], [-3.357, 1.249, 2.923], [-2.234, 2.154, 2.392], [-1.196, 2.528, 3.417], [-1.508, 2.915, 4.670], [-2.779, 2.681, 5.447], [-2.874, 1.278, 6.081], [3.141, -0.501, 0.301], [-2.292, -0.776, 5.587], [-2.745, -0.781, 3.249], [-4.062, 1.894, 3.447], [-3.893, 0.821, 2.055], [-1.739, 1.656, 1.547], [-2.671, 3.069, 1.944], [-0.184, 2.690, 3.045], [-0.777, 3.512, 5.237], [-3.673, 2.881, 4.837], [-2.761, 3.404, 6.280], [-2.148, 1.191, 6.904], [-3.864, 1.163, 6.554], [3.010, -1.417, 0.924], [3.335, 0.420, 0.865], [3.890, -0.701, -0.488], [-0.032, -1.912, -1.880], [1.555, 0.651, -1.978], [-0.877, -0.404, -2.412], [-0.180, 0.768, -2.494], [-0.366, -2.910, -3.499], [-1.443, -2.712, -4.391], [-1.665, -3.580, -5.473], [-0.787, -4.638, -5.724], [0.364, -4.762, -4.930], [0.572, -3.904, -3.843], [-1.264, -2.587, -0.673], [-1.102, -2.299, 0.679], [-2.080, -2.591, 1.629], [-3.334, -3.061, 1.188], [-3.442, -3.522, -0.139], [-2.395, -3.324, -1.050], [2.391, 0.619, -3.608], [2.008, -0.319, -4.589], [2.354, -0.125, -5.929], [3.122, 0.994, -6.298], [3.505, 1.935, -5.335], [3.135, 1.745, -4.006], [2.042, 2.245, -1.269], [3.364, 2.448, -0.821], [3.685, 3.630, -0.152], [2.688, 4.591, 0.073], [1.386, 4.393, -0.402], [1.050, 3.199, -1.036], [-1.911, -0.559, -2.696], [-0.526, 1.707, -2.919], [-2.123, -1.867, -4.281], [-2.523, -3.434, -6.136], [-0.985, -5.348, -6.535], [1.103, -5.532, -5.174], [1.487, -4.001, -3.253], [-0.210, -1.764, 1.018], [-1.823, -2.442, 2.680], [-4.196, -3.058, 1.869], [-4.355, -4.022, -0.466], [-2.440, -3.738, -2.058], [1.400, -1.182, -4.310], [2.027, -0.830, -6.702], [3.405, 1.143, -7.343], [4.074, 2.827, -5.620], [3.400, 2.508, -3.280], [4.115, 1.661, -0.942], [4.708, 3.788, 0.200], [2.931, 5.502, 0.622], [0.624, 5.162, -0.278], [0.021, 2.985, -1.322], [1.455, 1.771, 2.238], [1.299, 0.646, 2.718], [1.243, 0.281, 4.207], [1.047, -1.219, 4.226], [1.232, -1.636, 2.782], [1.444, -2.778, 2.380], [1.106, -0.495, 1.991], [2.198, 0.575, 4.657], [0.442, 0.834, 4.710], [1.787, -1.729, 4.846], [0.037, -1.511, 4.561]], "forces_ev_per_angstrom": [[-0.5, -1.2, 0.7], [-0.4, -0.4, -0.5], [0.1, -0.6, 0.0], [-0.6, 0.5, -0.3], [0.4, -0.6, -0.4], [-0.8, 1.5, 0.7], [0.6, 0.0, -0.4], [-0.2, 0.6, 0.3], [0.2, 0.2, 0.1], [2.5, -1.6, 0.5], [-0.1, 0.1, -0.2], [0.2, 0.1, 0.4], [-0.2, -0.3, -0.2], [0.2, 0.1, 0.4], [0.0, -0.1, 0.1], [0.2, -0.3, 0.3], [-0.4, 0.2, 0.1], [0.1, -0.7, -0.2], [0.3, 0.1, 0.5], [-0.3, -0.2, -0.3], [-0.1, 0.1, -0.2], [0.2, 0.0, -0.1], [0.7, 0.8, -0.3], [0.0, -0.4, -0.1], [-0.3, 0.3, 0.3], [-0.9, -0.7, 0.0], [0.1, 1.5, -1.6], [0.6, 1.6, -0.3], [-0.7, -1.3, -0.3], [0.6, -0.2, -0.1], [0.0, -0.1, 0.1], [0.3, 0.0, 0.2], [0.2, 0.2, 0.4], [-0.2, 0.1, -0.1], [-0.2, 0.0, 0.1], [-0.4, -0.4, -0.2], [0.2, 0.3, 0.2], [-0.4, -0.1, -0.6], [0.6, -0.1, -0.1], [0.1, 0.4, 0.2], [-0.1, 0.0, 0.1], [-0.2, 0.4, -0.7], [0.1, 0.2, 0.1], [0.4, 0.3, 0.0], [-0.2, 0.0, 0.2], [0.0, -0.4, -0.2], [0.0, -0.1, -0.1], [0.0, 0.0, 0.1], [-0.3, 0.3, 0.1], [-0.3, -0.2, -0.1], [0.0, -0.1, -0.3], [0.2, 0.0, 0.2], [0.4, 0.1, 0.1], [-0.1, 0.6, -0.1], [-0.5, -0.2, 0.0], [0.1, -0.3, 0.1], [0.3, 0.1, 0.4], [0.1, 0.4, 0.3], [-0.3, 0.3, 0.2], [-0.3, -0.1, -0.1], [-0.6, -0.7, -0.2], [-0.4, 0.1, -0.4], [0.5, -0.4, -0.3], [0.3, 0.2, 0.1], [-0.3, 0.2, 0.2], [0.2, 0.3, -0.1], [0.2, 0.2, 0.4], [-0.1, -0.1, 0.3], [-0.2, -0.4, 0.1], [-0.1, -0.2, -0.2], [-0.3, 0.4, -0.1], [-0.4, 0.0, -0.1], [-0.1, -0.2, -0.2], [0.2, -0.2, 0.2], [0.3, 0.3, 0.1], [0.1, -1.1, 0.3], [-0.6, 0.0, 0.1], [0.4, 0.7, 0.1], [0.2, -0.4, 0.4], [0.0, 0.1, -0.3], [-0.4, 1.1, 0.2], [-0.2, -0.3, 0.1], [-0.2, 0.0, 0.0], [0.2, 0.0, -0.2], [-0.2, -0.1, 0.0], [0.4, 0.0, -0.2]], "mol_weight_da": 724.130, "energy_ha": -2526.35895, "s_squared": 2.0120, "spin_multiplicity": 3, "fmax_ha_per_bohr": 0.058, "e_lumo_ev": [-0.04, -1.54]}


{"formula": "C6H10N2", "method": "ωB97M-V with the def2-TZVPD basis set", "elements": ["C", "C", "C", "C", "N", "C", "C", "N", "H", "H", "H", "H", "H", "H", "H", "H", "H", "H"], "positions_angstrom": [[0.248, -1.857, 0.396], [0.380, -1.020, -0.831], [0.245, 0.467, -0.593], [1.271, 1.441, -0.541], [0.669, 2.579, -0.043], [-0.668, 2.317, 0.172], [-1.003, 1.050, -0.148], [-1.019, -2.257, 0.904], [0.775, -2.846, 0.123], [1.081, -1.568, 1.173], [-0.418, -1.301, -1.557], [1.371, -1.291, -1.263], [2.350, 1.475, -0.646], [1.013, 3.507, 0.137], [-1.320, 3.091, 0.549], [-1.914, 0.546, -0.032], [-1.221, -2.141, 1.878], [-1.841, -2.191, 0.323]], "forces_ev_per_angstrom": [[3.1, -3.0, 1.9], [0.2, 1.3, -2.0], [-1.9, -2.1, 0.5], [-0.4, 2.8, 1.5], [0.0, -1.1, -0.6], [-0.8, 1.1, 0.4], [3.2, -0.7, -0.8], [-0.4, 0.9, 0.2], [-0.6, 1.2, -0.3], [-2.2, 0.1, -0.8], [0.6, 0.0, 0.3], [-0.8, 0.5, 0.1], [-0.2, -0.5, -0.4], [0.7, -0.1, -0.2], [0.1, 0.1, 0.0], [-1.0, -0.4, 0.0], [0.1, 0.2, 0.2], [0.3, 0.0, -0.1]], "mol_weight_da": 110.160, "energy_ha": -343.80600, "s_squared": 0.7617, "total_charge": 1, "spin_multiplicity": 2, "fmax_ha_per_bohr": 0.092, "e_lumo_ev": [-3.17, -7.60]}


{"formula": "C15H23F10N4OPdSb", "method": "ωB97M-V with the def2-TZVPD basis set", "elements": ["Pd", "C", "N", "C", "C", "C", "N", "C", "C", "F", "C", "F", "C", "C", "F", "C", "F", "H", "H", "H", "H", "H", "H", "H", "H", "H", "H", "H", "C", "N", "C", "C", "O", "N", "C", "C", "H", "H", "H", "H", "H", "H", "H", "H", "H", "H", "H", "H", "F", "Sb", "F", "F", "F", "F", "F"], "positions_angstrom": [[-0.085, 0.444, -0.630], [-2.862, -0.171, 0.072], [-2.051, 0.855, -0.626], [-2.488, 0.939, -2.042], [-2.201, 2.173, 0.070], [-1.106, 3.135, -0.343], [0.135, 2.366, -0.423], [1.371, 2.852, -0.330], [2.453, 1.939, -0.474], [2.156, 0.639, -0.755], [3.754, 2.303, -0.313], [4.713, 1.399, -0.435], [4.072, 3.628, -0.012], [3.052, 4.554, 0.109], [3.337, 5.818, 0.382], [1.728, 4.199, -0.053], [0.796, 5.129, 0.054], [-3.905, 0.154, 0.073], [-2.507, -0.275, 1.092], [-2.775, -1.110, -0.467], [-3.557, 1.162, -2.074], [-2.300, -0.017, -2.524], [-1.939, 1.721, -2.560], [-2.127, 1.979, 1.137], [-3.189, 2.577, -0.162], [-1.030, 3.929, 0.393], [-1.288, 3.585, -1.324], [5.102, 3.926, 0.124], [1.231, -4.246, 0.613], [0.498, -2.995, 0.423], [0.573, -1.990, 1.482], [-0.109, -2.705, -0.731], [-0.372, -1.515, -1.103], [-0.458, -3.707, -1.570], [-0.724, -3.392, -2.966], [-1.036, -4.953, -1.079], [2.143, -4.019, 1.160], [1.503, -4.661, -0.354], [0.668, -4.987, 1.180], [1.119, -2.407, 2.323], [-0.416, -1.701, 1.835], [1.113, -1.101, 1.162], [-0.039, -2.624, -3.314], [-1.751, -3.048, -3.118], [-0.569, -4.295, -3.553], [-1.207, -4.895, -0.008], [-0.409, -5.816, -1.304], [-2.007, -5.095, -1.557], [-0.970, 0.585, 2.344], [0.439, 1.494, 3.297], [-0.763, 1.969, 4.642], [0.880, -0.142, 4.109], [1.880, 2.410, 4.053], [1.564, 0.984, 1.818], [-0.038, 3.020, 2.253]], "forces_ev_per_angstrom": [[0.2, -0.1, 0.1], [0.0, 0.0, 0.0], [-0.1, 0.0, -0.2], [0.0, 0.0, 0.0], [0.0, 0.0, 0.0], [0.0, 0.0, 0.0], [0.0, 0.0, 0.0], [0.0, 0.0, 0.0], [0.0, 0.0, 0.0], [-0.1, 0.0, 0.0], [0.0, 0.0, 0.0], [0.0, 0.0, 0.0], [0.0, 0.0, 0.0], [0.0, 0.0, 0.0], [0.0, 0.0, 0.0], [0.0, 0.0, 0.0], [0.0, 0.0, 0.0], [0.0, 0.0, 0.0], [0.0, 0.0, 0.0], [0.0, 0.0, 0.0], [0.0, 0.0, 0.0], [0.0, 0.0, 0.0], [0.0, 0.0, 0.0], [0.0, 0.0, 0.0], [0.0, 0.0, 0.0], [0.0, 0.0, 0.0], [0.0, 0.0, 0.0], [0.0, 0.0, 0.0], [0.1, 0.1, 0.0], [-0.1, -0.1, 0.0], [0.0, 0.0, 0.0], [0.0, 0.1, 0.0], [-0.2, 0.0, 0.0], [0.1, 0.1, -0.1], [-0.1, 0.0, 0.0], [-0.1, 0.0, 0.0], [0.0, 0.0, 0.0], [0.0, 0.0, 0.0], [0.0, 0.0, 0.0], [0.0, 0.0, 0.0], [0.0, 0.0, -0.1], [0.1, 0.0, 0.0], [0.0, 0.0, 0.0], [0.0, 0.0, 0.0], [0.0, 0.0, 0.0], [0.0, 0.0, 0.0], [0.0, 0.0, 0.0], [0.0, 0.0, 0.0], [0.1, 0.0, 0.0], [0.0, -0.2, 0.0], [0.0, 0.0, 0.0], [0.0, 0.0, 0.0], [0.0, 0.0, 0.0], [0.0, 0.0, 0.0], [0.0, 0.1, 0.1]], "mol_weight_da": 693.536, "energy_ha": -2246.29348, "s_squared": 0.7936, "total_charge": 1, "spin_multiplicity": 2, "fmax_ha_per_bohr": 0.005, "e_lumo_ev": [-4.39, -5.89]}


{"formula": "C20H25N3O3S2", "method": "ωB97M-V with the def2-TZVPD basis set", "elements": ["C", "C", "O", "C", "C", "C", "C", "S", "O", "O", "N", "C", "C", "N", "C", "S", "N", "C", "C", "C", "C", "C", "C", "C", "C", "C", "C", "C", "H", "H", "H", "H", "H", "H", "H", "H", "H", "H", "H", "H", "H", "H", "H", "H", "H", "H", "H", "H", "H", "H", "H", "H", "H"], "positions_angstrom": [[3.949, 1.968, -1.099], [3.320, 3.087, -0.278], [2.348, 2.608, 0.640], [1.095, 2.327, 0.225], [0.239, 1.841, 1.223], [-1.070, 1.524, 0.932], [-1.542, 1.692, -0.358], [-3.253, 1.320, -0.721], [-3.665, 2.083, -1.860], [-3.988, 1.424, 0.506], [-3.361, -0.287, -1.174], [-2.946, -0.649, -2.502], [-1.432, -0.924, -2.588], [-0.927, -1.282, -1.277], [0.373, -1.057, -0.968], [1.447, -0.571, -2.133], [0.772, -1.263, 0.304], [2.146, -1.086, 0.736], [2.388, -1.921, 1.963], [1.897, -1.501, 3.193], [2.084, -2.273, 4.326], [2.765, -3.476, 4.239], [3.256, -3.902, 3.017], [3.065, -3.130, 1.883], [-1.843, -2.095, -0.512], [-3.098, -1.275, -0.156], [-0.719, 2.193, -1.346], [0.599, 2.503, -1.067], [3.194, 1.412, -1.649], [4.470, 1.274, -0.443], [4.661, 2.387, -1.803], [4.076, 3.559, 0.357], [2.886, 3.857, -0.926], [0.631, 1.740, 2.224], [-1.746, 1.178, 1.699], [-3.224, 0.181, -3.150], [-3.517, -1.533, -2.804], [-1.231, -1.729, -3.309], [-0.888, -0.038, -2.921], [0.085, -1.272, 1.043], [2.348, -0.029, 0.949], [2.790, -1.398, -0.090], [1.374, -0.558, 3.265], [1.702, -1.935, 5.277], [2.915, -4.078, 5.123], [3.789, -4.839, 2.945], [3.447, -3.465, 0.930], [-2.135, -2.949, -1.138], [-1.367, -2.492, 0.384], [-2.986, -0.740, 0.786], [-3.962, -1.944, -0.065], [-1.126, 2.353, -2.332], [1.228, 2.872, -1.860]], "forces_ev_per_angstrom": [[-0.3, 0.2, 0.2], [0.4, 0.0, -0.3], [-0.2, -0.1, 0.2], [-0.4, 0.0, 0.0], [0.1, 0.1, -0.1], [0.1, 0.0, 0.2], [-0.8, 0.0, -0.2], [-0.1, -0.3, 0.1], [0.3, 0.0, -0.2], [0.3, -0.1, 0.2], [-0.1, 1.1, 0.3], [0.1, 0.0, -0.4], [0.0, 0.1, -0.3], [0.0, 0.0, 0.2], [0.0, -0.1, -0.1], [0.6, 0.0, -0.6], [-0.3, -0.2, 0.1], [0.2, 0.0, 0.0], [0.0, 0.1, 0.0], [0.1, 0.0, 0.0], [-0.1, 0.0, 0.1], [0.0, 0.0, 0.1], [0.0, -0.1, 0.0], [0.0, 0.1, 0.0], [-0.2, 0.0, 0.1], [0.0, -0.3, 0.4], [-0.1, 0.1, 0.0], [0.2, 0.1, 0.1], [0.0, 0.0, 0.0], [0.1, -0.1, 0.0], [0.1, 0.1, -0.1], [-0.1, 0.0, -0.1], [0.0, 0.0, 0.1], [0.0, 0.0, 0.1], [0.0, 0.0, 0.2], [0.0, -0.2, -0.2], [0.0, 0.1, 0.0], [0.0, 0.1, 0.0], [-0.1, -0.2, 0.0], [0.0, 0.0, -0.1], [0.0, -0.1, -0.1], [-0.1, 0.1, 0.2], [0.0, 0.1, 0.0], [0.0, 0.0, 0.1], [0.0, 0.0, 0.1], [0.0, -0.1, 0.0], [0.0, 0.0, -0.1], [0.1, 0.0, 0.1], [-0.1, 0.0, -0.1], [0.0, -0.2, 0.1], [0.1, 0.1, 0.1], [0.0, 0.0, -0.2], [0.1, 0.0, -0.1]], "mol_weight_da": 419.572, "energy_ha": -1963.47416, "smiles": "CCOc1ccc(S(=O)(=O)N2CCN(C(=S)NCc3ccccc3)CC2)cc1", "fmax_ha_per_bohr": 0.022, "e_lumo_ev": 0.49}


Question: What is the formula in the third record?
Answer: C15H23F10N4OPdSb


Question: What is the formula in the second record?
Answer: C6H10N2